# C48H36N4OPtS

A structure of composition C48H36N4OPtS (ωB97M-V/def2-TZVPD, the OMol25 dataset).

Results
- Energy above the lowest of the compared OMol25 structures with the same formula, charge and spin: 0.047 eV
- Net charge: 0
- Calculated total energy: -2662.5922 hartree
- 2S+1: 1
- HOMO-LUMO gap: 0.22445 Eh
- Lowest unoccupied orbital energy: -0.910 eV

Cartesian coordinates (Å):
Pt 0.340 -0.615 0.172
C 7.005 3.159 0.849
C 6.766 2.080 1.690
C 5.573 1.380 1.600
C 4.608 1.749 0.666
C 4.856 2.829 -0.174
C 6.049 3.531 -0.084
C 3.334 0.989 0.549
C 3.173 0.169 -0.562
C 4.199 -0.102 -1.536
C 3.698 -1.010 -2.399
C 2.348 -1.290 -1.981
C 1.477 -2.136 -2.656
C 1.981 -2.852 -3.862
C 2.226 -4.221 -3.808
C 2.683 -4.898 -4.929
C 2.900 -4.212 -6.114
C 2.655 -2.848 -6.177
C 2.198 -2.171 -5.056
C 0.139 -2.310 -2.320
N -0.501 -1.731 -1.261
C -1.828 -2.002 -1.401
C -2.846 -1.648 -0.526
C -4.258 -1.777 -1.016
C -4.603 -1.058 -2.168
C -5.896 -1.103 -2.661
C -6.864 -1.858 -2.013
C -6.531 -2.571 -0.873
C -5.235 -2.531 -0.376
C -2.601 -1.127 0.746
C -3.581 -0.958 1.787
C -2.942 -0.449 2.864
C -1.569 -0.244 2.484
N -1.394 -0.676 1.196
C -0.637 0.441 3.261
C 0.629 0.820 2.830
C 1.534 1.659 3.571
C 2.618 1.860 2.786
C 2.405 1.113 1.575
N 1.186 0.501 1.624
C -1.058 0.861 4.629
C -1.068 -0.055 5.675
C -1.466 0.334 6.946
C -1.859 1.642 7.182
C -1.854 2.562 6.142
C -1.456 2.172 4.872
C -2.029 -2.800 -2.593
C -0.818 -3.015 -3.135
N 2.061 -0.571 -0.861
H 7.936 3.706 0.918
H 7.512 1.782 2.414
H 5.384 0.533 2.249
H 4.107 3.116 -0.902
H 6.230 4.371 -0.741
H 5.181 0.339 -1.528
H 4.185 -1.461 -3.246
H 2.056 -4.751 -2.880
H 2.872 -5.962 -4.875
H 3.256 -4.741 -6.989
H 2.817 -2.310 -7.102
H 1.996 -1.108 -5.102
H -3.831 -0.465 -2.650
H -6.146 -0.548 -3.556
H -7.875 -1.897 -2.398
H -7.278 -3.171 -0.371
H -4.981 -3.123 0.493
H -4.623 -1.228 1.735
H -3.356 -0.212 3.829
H 1.342 2.046 4.557
H 3.497 2.445 2.995
H -0.759 -1.076 5.487
H -1.467 -0.387 7.753
H -2.169 1.945 8.173
H -2.163 3.584 6.321
H -1.452 2.885 4.056
H -2.986 -3.161 -2.928
H -0.575 -3.580 -4.017
O -1.506 0.919 -2.533
S -1.795 2.337 -2.149
C -3.038 2.317 -0.813
C -2.522 3.218 0.298
C -1.035 2.894 0.413
C -0.484 2.912 -1.008
H -3.070 1.272 -0.496
H -4.007 2.602 -1.218
H -3.059 3.029 1.230
H -2.668 4.270 0.037
H -0.918 1.898 0.832
H -0.499 3.593 1.058
H 0.359 2.238 -1.172
H -0.212 3.918 -1.328

# C48H37CrF7O4Pd

A structure of composition C48H37CrF7O4Pd in a non-equilibrium geometry (ωB97M-V/def2-TZVPD, the OMol25 dataset).

Results
- Net charge: +2
- Expectation value of S²: 12.087
- Calculated total energy: -4022.8550 hartree
- 2S+1: 7
- HOMO-LUMO gap (alpha / beta): 0.18220 / 0.10748 Eh
- Lowest unoccupied orbital energy (alpha / beta): -7.915 / -9.941 eV

Cartesian coordinates (Å):
Pd -1.183 -5.627 0.197
Cr -2.809 2.155 -0.687
C -0.453 -1.223 -0.063
C -1.375 -0.146 -0.035
C -2.918 -0.484 0.373
O -3.614 0.565 0.359
C -3.323 -1.877 0.580
C -2.401 -2.840 0.614
C -0.919 -2.470 0.257
O -0.001 -3.440 0.197
O -2.841 -4.045 0.796
O -1.120 1.033 -0.409
H 0.589 -1.002 -0.238
H -4.322 -2.276 0.684
F -1.568 2.532 -2.796
C -1.107 3.037 -3.937
C -1.931 3.761 -4.712
C -1.627 4.070 -6.014
C -0.450 3.533 -6.543
C 0.512 2.954 -5.741
C 0.196 2.651 -4.422
H -2.790 4.131 -4.173
H -2.174 4.773 -6.625
H -0.119 3.808 -7.533
H 1.520 2.759 -6.078
H 0.908 2.122 -3.806
F 2.311 2.942 5.726
C 2.027 2.927 4.392
C 0.985 2.124 4.045
C 0.614 1.996 2.701
C 1.296 2.749 1.787
C 2.448 3.467 2.064
C 2.785 3.620 3.422
H 0.402 1.764 4.879
H -0.185 1.317 2.441
H 1.042 2.615 0.746
H 3.023 4.008 1.327
H 3.654 4.184 3.727
F 2.627 -2.300 6.516
C 1.618 -2.472 5.682
C 1.549 -1.759 4.519
C 0.634 -2.054 3.563
C -0.378 -2.996 3.800
C -0.384 -3.629 5.028
C 0.526 -3.319 6.005
H 2.308 -0.997 4.427
H 0.562 -1.689 2.549
H -0.989 -3.311 2.967
H -1.194 -4.339 5.115
H 0.622 -3.865 6.932
F 2.846 1.036 -3.048
C 3.046 -0.161 -3.553
C 3.584 -0.143 -4.848
C 3.750 -1.286 -5.613
C 3.193 -2.446 -5.059
C 2.623 -2.468 -3.760
C 2.546 -1.339 -2.979
H 3.973 0.818 -5.152
H 4.150 -1.357 -6.614
H 3.365 -3.345 -5.633
H 2.168 -3.388 -3.424
H 2.060 -1.257 -2.017
F 3.564 0.481 1.605
C 3.864 -0.789 1.794
C 4.836 -1.138 2.723
C 5.179 -2.490 2.914
C 4.568 -3.391 2.074
C 3.693 -3.002 1.079
C 3.308 -1.674 0.909
H 5.177 -0.314 3.332
H 5.907 -2.806 3.645
H 4.883 -4.422 2.005
H 3.169 -3.731 0.478
H 2.612 -1.364 0.143
F -2.977 2.810 1.579
C -2.702 2.571 2.845
C -2.825 1.292 3.415
C -2.625 1.108 4.736
C -2.407 2.199 5.567
C -2.097 3.456 5.026
C -2.277 3.642 3.671
H -3.208 0.511 2.776
H -2.586 0.132 5.197
H -2.242 2.140 6.632
H -1.879 4.349 5.592
H -2.109 4.609 3.220
F -3.622 0.703 -2.355
C -3.911 -0.014 -3.511
C -2.912 -0.612 -4.254
C -3.231 -1.155 -5.501
C -4.567 -1.422 -5.810
C -5.579 -0.837 -5.064
C -5.235 -0.137 -3.905
H -1.891 -0.571 -3.905
H -2.422 -1.587 -6.071
H -4.700 -2.018 -6.702
H -6.600 -1.042 -5.348
H -6.041 0.410 -3.438

- Which formula does entry 2 have?
  C48H37CrF7O4Pd